No. 1
Molecular formula: C38H54BrN4O10
Method: DFT, the ωB97M-V functional and the def2-TZVPD basis

```
107
C38H54BrN4O10, DFT the ωB97M-V functional and the def2-TZVPD basis
O -5.782 -4.729 2.078
C -10.153 2.724 1.584
C -5.028 -0.348 0.491
C 3.098 -1.314 -5.119
H 2.085 -2.796 -1.342
C 3.919 -1.002 -2.750
H 3.181 -1.610 -6.188
C -0.598 -2.752 0.955
O 8.602 5.243 -4.210
O -7.912 2.551 1.153
H -0.237 -1.231 -0.703
H -5.655 1.524 1.569
N 1.566 -0.292 -3.372
C -6.722 -3.797 1.766
H 3.136 1.436 3.377
H -4.141 -0.853 2.998
H -6.597 -6.585 1.728
H 4.737 -1.124 -2.005
N 2.263 1.314 2.875
C -4.754 1.109 1.050
O -7.231 2.713 3.301
H 4.236 0.562 -0.109
H 5.158 -1.909 -4.454
H -1.369 -0.682 1.010
H -9.224 1.152 0.408
O 9.952 3.918 -5.424
C 2.330 0.090 -1.035
H 1.336 1.442 3.284
H 3.205 2.164 -2.593
H -3.547 2.213 2.538
H -11.063 2.126 1.609
C 3.386 1.158 -0.558
C 8.499 -0.285 0.277
C 2.598 -0.431 -2.497
C 2.347 -1.037 0.048
H -1.700 -1.627 2.506
H 9.248 -0.861 0.866
C 7.929 3.994 -4.354
N 1.789 -0.429 1.302
H 8.696 2.261 -5.409
H -2.954 -0.223 -0.365
H -5.821 -0.278 -0.305
C 3.846 2.164 -1.671
O -9.430 2.598 2.805
N 2.725 1.824 0.637
H -0.304 -2.993 -1.212
C 2.279 0.892 1.573
Br 2.442 -1.484 2.757
H -4.754 1.873 4.270
H 6.288 2.488 0.534
O 10.433 6.114 -5.204
H 8.710 -1.540 -1.544
C 7.178 0.093 -1.909
C 0.056 -2.283 -0.421
H 1.314 0.566 -1.004
C -1.705 -1.684 1.382
H -4.008 -1.489 -1.116
C 7.773 0.889 0.819
C 9.038 3.060 -4.750
H 7.166 4.091 -5.130
H -2.904 -3.033 0.097
C -6.692 -5.227 0.037
H 1.898 -3.141 0.399
C 5.345 2.037 -2.112
H 9.540 2.616 -3.886
H -5.788 0.384 4.159
C 4.189 -1.467 -4.134
H 3.426 -1.326 0.241
H -3.414 -0.296 5.839
O -7.383 -4.128 0.624
C 6.442 1.234 -1.368
H -1.030 -3.787 0.840
H 7.450 3.701 -3.422
H 0.143 -2.815 1.795
H -5.999 -4.846 -0.718
C -3.101 -2.155 0.781
H -7.390 -5.915 -0.438
C -5.984 -5.842 1.212
H -5.163 -0.440 6.217
H 6.981 -0.253 -2.950
O 5.682 2.654 -3.104
H -9.281 2.732 -0.402
H -5.467 -0.995 1.302
H 3.392 2.487 1.044
C -3.735 0.146 3.309
H -2.617 1.039 1.532
C -8.106 2.629 2.497
C 8.180 -0.647 -1.120
H -4.271 1.155 6.535
C 1.852 -0.715 -4.638
O -6.938 -2.818 2.408
H -10.422 3.773 1.439
C -4.383 0.280 5.848
H -2.727 -0.025 3.793
C 6.776 1.623 0.027
C -3.570 1.168 2.117
H 3.737 3.207 -1.237
H 1.024 -0.617 -5.392
C -4.751 0.757 4.370
H 8.008 1.157 1.883
H -5.034 -6.297 0.935
C -9.168 2.233 0.560
H -3.795 -2.476 1.597
C 1.636 -2.377 -0.396
H -4.455 1.770 0.184
C -3.721 -1.007 -0.133
C 9.731 5.184 -4.969
```

## Properties
charge	+1
energy relative to the best compared isomer or geometry (same formula, charge and spin)	101.9	kcal per mole
orbital gap	7.09	eV
strongest force on any atom	3.763	eV/Å

No. 2
Molecular formula: C38H54F9I2N3O4PSiTi
Method: DFT, the ωB97M-V functional and the def2-TZVPD basis

```
113
C38H54F9I2N3O4PSiTi, DFT the ωB97M-V functional and the def2-TZVPD basis
H 2.535 -3.679 -4.226
H -4.022 -1.371 -2.867
H 0.564 -5.732 -1.990
F 6.119 -3.489 -5.285
H -4.506 -5.764 1.850
P 2.114 0.604 -1.770
C 4.180 -0.258 -3.469
H -0.549 -4.960 3.284
H -1.685 -4.021 4.281
C 0.338 4.751 -5.918
H -0.078 -2.456 5.942
H 1.903 -3.483 0.679
C -0.632 -4.263 4.125
H 0.568 0.481 -4.111
H 1.094 -5.580 1.693
C -4.549 -3.434 3.347
H -4.418 -3.501 -0.096
H 1.554 -6.419 0.204
I -1.381 -1.259 -2.761
F 5.669 2.145 3.574
C -3.371 -1.450 -2.012
H -3.445 -2.414 -1.531
H -3.914 -3.809 4.155
F 6.849 3.381 2.238
H -2.951 -5.542 2.647
H 2.195 5.134 -4.011
H 2.416 -0.606 0.963
C 1.810 4.119 -4.004
C 2.990 -2.721 -4.009
C 4.772 -1.137 -4.356
F 7.316 1.273 2.456
H -5.126 -2.240 0.957
O -0.170 -2.379 2.593
F -0.579 5.506 -5.280
H -5.794 -3.877 0.941
H 6.045 -0.181 1.056
H -0.401 2.064 -1.975
H 1.469 -2.120 -2.622
F -0.256 4.172 -6.968
C 2.396 -1.837 -3.111
H -0.089 -6.595 0.846
O -1.031 -1.436 0.400
C 4.378 0.252 -0.230
H 5.698 -0.871 -4.851
C 0.284 -4.706 -0.114
C 4.457 2.800 0.858
H -0.730 3.894 -0.407
H 1.096 -1.198 1.735
C -4.873 -3.297 0.880
C 3.497 2.481 -0.095
H 4.498 3.799 1.281
H -1.795 1.859 -1.186
C 0.739 -5.895 0.710
C -0.215 -5.167 -1.471
N -0.829 1.138 1.594
C 2.984 -0.609 -2.838
C 3.449 1.204 -0.660
C 0.095 0.929 2.757
C -1.099 2.565 1.231
H 0.660 2.912 0.040
H 4.377 -0.742 -0.665
H -0.499 -4.312 -2.090
Si -1.230 -2.778 1.389
H -1.087 -5.813 -1.348
C -3.581 -5.185 1.834
H 2.989 3.543 -2.328
H -5.520 -3.927 3.422
C 0.454 2.410 -5.009
C 1.760 1.908 -3.026
C 2.242 3.216 -3.037
C 0.889 1.512 -4.045
H -1.162 -1.594 4.844
H -2.173 2.702 1.122
C 4.172 -2.367 -4.621
F 4.223 -4.479 -5.675
C -0.143 -1.977 4.962
H 2.786 3.246 -0.377
H 2.232 -2.375 3.666
Ti -0.127 -0.011 -0.090
C 4.835 -3.289 -5.617
C 0.170 -2.995 3.880
N -0.789 1.845 -1.062
C 5.360 1.836 1.278
F 4.809 -2.742 -6.842
H 1.980 -3.703 4.805
H 1.056 -2.788 -0.729
H 2.185 -4.125 -0.949
H 1.894 -4.020 3.068
O -0.860 -4.106 0.555
C -3.926 -3.709 1.991
H -0.217 2.087 -5.797
C 5.326 0.563 0.735
H -0.226 0.031 3.268
H 0.568 -1.143 4.959
C 0.898 3.722 -4.967
I -3.963 0.038 -0.619
F 1.297 5.566 -6.367
N 1.480 -0.373 1.253
H 2.164 0.493 3.100
C 1.656 -3.291 3.846
C 1.512 0.727 2.261
H -0.262 -4.767 5.021
C -0.422 2.906 -0.081
H -1.705 0.681 1.814
H -0.766 3.233 2.018
O -2.743 -2.830 1.918
H 1.895 1.628 1.794
H -4.693 -2.360 3.485
C 6.322 2.164 2.394
H -3.073 -5.373 0.887
H 4.647 0.702 -3.273
H 0.060 1.759 3.455
C 1.426 -3.709 -0.283
```

## Properties
charge	+2
energy relative to the best compared isomer or geometry (same formula, charge and spin)	16.1	kcal per mole
spin multiplicity	2
orbital gap (alpha / beta)	8.37 / 8.99	eV
strongest force on any atom	1.125	eV/Å

No. 3
Molecular formula: C38H54O10S2
Method: DFT, the ωB97M-V functional and the def2-TZVPD basis

```
104
C38H54O10S2, DFT the ωB97M-V functional and the def2-TZVPD basis
C 1.845 -5.185 0.857
C 4.186 0.478 -3.092
C -2.518 -3.213 -5.012
H -2.162 2.374 6.694
H -4.198 7.051 2.199
H 2.612 4.929 -2.572
H 5.239 0.511 -3.370
C -2.557 -5.904 -0.304
H 3.029 1.876 -1.865
C -2.307 1.463 6.133
C -1.422 5.353 3.085
O 2.944 1.249 -4.884
H -0.463 -2.663 -5.627
C -0.887 1.311 -0.015
O 0.278 4.439 -0.510
H -2.870 -2.739 -5.928
C 3.692 1.856 -2.730
C -2.323 -4.416 -0.220
O 2.962 3.466 -4.512
H -2.445 -1.768 4.018
H -4.516 5.063 0.900
C -1.665 4.138 2.371
C 1.522 -2.925 1.482
O 5.293 0.487 0.134
H -2.092 -6.284 -1.213
H -1.924 -4.947 -6.203
C -2.781 4.052 1.516
S 0.268 0.195 -0.875
O 0.086 0.562 -2.316
H -0.427 5.420 3.501
H -2.927 -3.732 -0.816
H -0.775 2.101 4.737
H 3.323 4.326 1.536
H -3.610 -6.179 -0.243
C 0.112 3.570 -3.002
H 0.231 3.980 -4.005
H 1.729 -3.538 -0.518
C 1.882 -5.609 2.141
H -4.056 -1.461 5.982
C -2.554 -4.163 1.321
C -1.518 1.354 4.973
H 1.690 2.106 1.669
C -3.172 0.472 6.411
C -2.511 -0.864 4.605
O -1.942 -6.388 0.905
H -3.108 -5.376 -4.974
H -0.653 2.364 -0.175
O -0.959 -5.990 -3.628
H -1.022 1.165 1.057
C 3.170 2.327 -4.143
C 1.607 -3.904 0.491
C -1.675 0.190 4.170
C -0.798 -1.290 -0.925
C -3.287 -0.743 5.738
H -3.106 3.164 0.995
H -1.341 -4.122 -0.592
H -1.083 -1.798 -4.219
C 4.720 2.849 0.718
C 3.559 3.266 1.626
C -1.089 -2.756 -4.740
H -0.947 3.334 2.324
H 4.758 3.508 -0.150
H -0.345 -2.067 -1.541
H 4.351 2.671 -2.432
H -3.580 -4.194 1.686
H 0.981 -2.610 3.468
C -1.194 -4.916 -4.166
H 3.972 -0.508 -4.851
H 3.705 2.976 2.666
S 0.093 5.102 -1.869
H -1.735 -0.992 -1.397
H 2.008 -6.647 2.413
C 1.382 -3.357 2.799
H -1.898 1.148 -0.389
H 1.883 -5.863 0.017
H -3.900 0.681 7.180
C -3.658 5.091 1.555
H 1.667 6.389 -3.146
O -1.299 -5.511 2.880
C 4.502 1.335 0.397
H 5.670 2.933 1.247
H 2.311 6.199 -1.515
H -2.231 7.267 3.550
H 1.060 3.078 -2.785
C -3.524 6.219 2.338
H -1.149 0.184 3.227
O 3.250 1.112 0.543
H -0.989 -1.588 0.106
C 1.609 -4.658 3.129
H -3.278 -2.989 -4.264
H 2.367 -0.476 -3.905
H 2.094 2.680 0.043
C 2.510 2.316 0.983
C -2.401 6.303 3.094
H 4.208 -0.190 -2.231
O -0.567 -3.856 -3.976
H 1.542 -5.129 4.099
H -0.767 2.973 -2.758
C 1.845 5.670 -2.346
C -1.912 -5.361 1.824
H -1.994 -3.280 1.629
C 3.248 0.056 -4.264
H 1.401 -1.877 1.254
C -2.285 -4.700 -5.205
```

## Properties
charge	+1
spin multiplicity	2
orbital gap (alpha / beta)	7.24 / 2.40	eV
strongest force on any atom	6.458	eV/Å

No. 4
Molecular formula: C38H56BIrN8O4S2
Method: DFT, the ωB97M-V functional and the def2-TZVPD basis

```
110
C38H56BIrN8O4S2, DFT the ωB97M-V functional and the def2-TZVPD basis
C -1.668 5.505 -1.631
C -2.294 -3.862 -2.900
H -4.908 0.577 -0.305
C -2.120 -0.896 3.783
H 3.680 -1.365 4.021
H -0.317 -5.304 -1.096
C -1.152 4.662 -2.606
C -0.199 -4.287 -0.757
H 2.033 -1.879 5.709
H -0.054 2.850 -3.021
H -0.445 -3.834 3.427
C -1.448 5.196 -0.289
C 2.978 -1.097 -4.764
H 3.551 -0.897 -6.806
H 0.629 2.038 0.513
Ir 0.317 -0.144 -0.965
C 2.541 -0.508 2.494
H 2.606 -4.985 1.397
H -3.265 0.293 -2.279
S 2.154 -1.291 -2.130
H -1.857 5.852 0.470
C -0.727 4.068 0.061
H 3.675 -1.891 -4.539
H 4.399 0.635 2.214
H -1.586 -4.734 2.427
H 0.419 1.666 -5.332
H -3.546 -2.419 3.156
H 0.373 -5.796 1.248
H 0.206 -2.125 2.716
H 2.989 0.244 5.807
C 0.458 -4.794 1.672
C 1.905 -4.621 2.150
C -1.993 0.208 4.834
H -2.022 -0.218 5.839
H 1.585 -2.738 4.244
N 1.744 -0.033 0.469
H -4.292 -0.976 3.850
C -4.527 1.600 -0.344
C 1.692 -1.749 4.680
H 3.750 3.014 1.371
H -1.560 -1.059 -2.938
O -2.696 6.907 -3.509
H -1.309 -1.608 3.934
O -3.756 6.944 -1.297
H -3.040 -3.250 -2.387
H 2.142 -3.573 2.334
H 1.426 2.072 -0.919
H -3.792 0.908 2.143
H 0.711 -1.272 4.721
H -4.809 2.108 0.578
B 0.237 -1.537 1.696
C 2.943 0.591 0.572
O 0.513 0.854 -3.060
C -3.441 -1.656 3.929
N 0.508 2.056 -0.490
C 0.158 -3.889 0.511
C -3.011 1.610 -0.576
H 2.625 2.045 -2.173
C -0.429 3.523 -2.266
C -0.937 -3.139 -2.916
H -0.164 -1.399 -3.964
H -0.235 -3.746 -3.495
H -2.665 2.634 -0.432
C -2.865 0.523 1.753
C 1.165 0.889 -5.254
H -0.443 -5.595 3.463
H -3.087 2.012 -2.681
C -1.992 -0.321 2.403
S -2.524 7.012 -2.068
H 4.356 2.287 -2.202
C -1.106 -1.794 -3.602
H 2.076 -5.181 3.071
N 1.524 -0.714 1.636
H 4.756 1.291 -0.114
H -2.635 -4.033 -3.922
N -0.144 -2.072 -0.717
N -1.171 0.088 0.392
N -0.965 -0.572 1.572
H -2.244 -4.826 -2.393
N 0.176 -2.543 0.527
H -3.490 -2.147 4.902
C 2.820 0.454 4.750
C -2.737 1.217 -2.023
H 1.858 0.912 -7.251
C 3.454 0.287 1.829
C 3.571 1.635 -1.813
C 3.721 1.589 -0.294
C -0.221 3.239 -0.932
C -0.404 -3.127 -1.506
N 1.274 0.344 -4.017
H -5.023 2.120 -1.164
H -1.772 -1.904 -4.459
C 3.569 3.005 0.296
H 1.891 1.024 4.660
C 2.896 -0.549 -6.019
H 3.634 1.084 4.394
H 3.699 0.652 -2.252
H 2.574 3.421 0.122
C -0.565 -4.726 2.814
C -2.337 0.754 0.478
O -1.609 8.055 -1.638
H -0.569 3.817 1.107
C 2.709 -0.864 3.965
H -2.814 0.923 4.745
C 1.964 0.463 -6.274
H -1.347 4.913 -3.641
H 4.286 3.676 -0.177
C 2.145 -0.647 -3.725
H -1.681 1.081 -2.248
H -1.056 0.758 4.724
```

## Properties
charge	0
energy relative to the best compared isomer or geometry (same formula, charge and spin)	46.1	kcal per mole
orbital gap (alpha / beta)	6.20 / 6.20	eV
strongest force on any atom	1.802	eV/Å